1.
259
Properties=species:S:1:pos:R:3 method="wB97M-V/def2-TZVPD" e_above_lowest_kcal_mol=213.4 homo_lumo_gap_ev=8.94 charge=0 fmax_ev_per_a=4.23 e_tot_ha=-4506.76982 multiplicity=1 homo_ev=-8.451 lumo_ev=0.5
C -12.51 -20.13 -11.41
O -13.14 -20.76 -10.37
C -13.24 -19.94 -9.13
C -14.29 -20.47 -8.11
N -15.54 -20.73 -8.80
C -16.18 -19.51 -9.40
C -16.81 -18.61 -8.25
O -15.99 -17.69 -7.59
C -16.70 -17.16 -6.53
H -12.51 -20.66 -12.36
H -11.49 -19.78 -11.21
H -13.11 -19.25 -11.60
H -13.52 -18.90 -9.29
H -12.29 -19.94 -8.60
H -14.39 -19.64 -7.41
H -13.88 -21.38 -7.66
H -15.30 -21.27 -9.61
H -17.03 -19.94 -9.94
H -15.62 -18.96 -10.15
H -17.27 -19.34 -7.58
H -17.60 -18.04 -8.74
H -17.10 -17.77 -5.72
H -17.58 -16.56 -6.76
H -15.97 -16.51 -6.05
C -19.29 -23.42 -18.75
O -18.22 -23.78 -17.94
C -17.02 -24.21 -18.61
C -16.13 -24.85 -17.46
N -16.59 -26.18 -17.05
C -15.65 -26.87 -16.24
C -15.57 -26.37 -14.83
O -16.81 -26.04 -14.15
C -17.49 -27.20 -13.62
H -19.61 -24.09 -19.54
H -19.10 -22.48 -19.27
H -20.18 -23.18 -18.16
H -16.43 -23.44 -19.09
H -17.33 -24.93 -19.37
H -16.03 -24.22 -16.58
H -15.18 -24.98 -17.97
H -17.38 -25.88 -16.49
H -14.69 -26.73 -16.73
H -15.90 -27.93 -16.22
H -14.94 -25.49 -14.97
H -14.94 -27.01 -14.21
H -18.43 -26.78 -13.25
H -16.96 -27.71 -12.81
H -17.82 -27.92 -14.37
C -24.12 -8.16 -1.16
O -22.73 -8.26 -0.89
C -22.38 -9.43 -0.11
C -20.91 -9.49 0.26
N -20.42 -8.67 1.37
C -20.83 -7.26 1.36
C -20.04 -6.43 2.47
O -18.71 -6.15 2.00
C -17.69 -5.70 3.02
H -24.41 -9.03 -1.75
H -24.13 -7.36 -1.90
H -24.75 -7.87 -0.32
H -22.56 -10.32 -0.72
H -22.90 -9.59 0.83
H -20.25 -9.31 -0.59
H -20.81 -10.54 0.55
H -19.41 -8.67 1.39
H -21.91 -7.15 1.42
H -20.57 -6.82 0.40
H -20.11 -6.90 3.45
H -20.70 -5.58 2.64
H -16.78 -5.50 2.46
H -17.46 -6.58 3.61
H -17.94 -4.83 3.61
C -20.66 -15.14 -16.80
C -19.40 -15.61 -16.08
C -18.27 -14.55 -16.40
O -16.95 -14.89 -15.89
C -15.88 -13.91 -16.06
N -19.70 -15.58 -14.65
H -21.62 -15.64 -16.71
H -20.59 -15.18 -17.88
H -20.90 -14.09 -16.60
H -19.09 -16.56 -16.52
H -18.57 -13.65 -15.87
H -18.21 -14.23 -17.44
H -15.04 -14.23 -15.44
H -16.24 -12.94 -15.74
H -15.64 -13.80 -17.12
H -19.99 -14.68 -14.29
H -18.76 -15.62 -14.26
C -13.56 -8.48 -1.35
C -12.27 -7.59 -1.06
C -11.23 -8.28 -0.12
O -11.86 -8.77 1.07
C -10.94 -9.49 1.91
N -11.76 -7.09 -2.32
H -13.85 -9.00 -0.44
H -13.44 -9.26 -2.10
H -14.35 -7.80 -1.67
H -12.61 -6.78 -0.41
H -10.67 -7.38 0.16
H -10.64 -9.07 -0.58
H -11.38 -9.82 2.84
H -10.02 -8.94 2.11
H -10.62 -10.45 1.50
H -12.47 -6.57 -2.80
H -11.54 -7.80 -3.01
C -1.05 -19.95 -13.84
C -2.08 -19.11 -14.61
C -1.67 -17.67 -14.93
O -1.57 -16.81 -13.77
C -2.83 -16.58 -13.12
N -2.44 -19.92 -15.73
H -0.77 -19.40 -12.95
H -0.14 -20.25 -14.35
H -1.56 -20.89 -13.63
H -3.00 -19.10 -14.04
H -2.45 -17.27 -15.59
H -0.74 -17.71 -15.51
H -3.40 -17.47 -12.84
H -3.52 -15.93 -13.66
H -2.49 -15.99 -12.27
H -3.21 -19.46 -16.20
H -1.64 -19.96 -16.34
C -27.38 -16.68 -10.04
C -28.25 -16.14 -8.91
C -29.10 -14.84 -9.33
O -29.64 -14.80 -10.65
C -30.71 -15.68 -10.89
N -29.06 -17.32 -8.45
H -26.46 -17.05 -9.59
H -27.16 -15.82 -10.68
H -27.85 -17.39 -10.72
H -27.52 -15.82 -8.16
H -28.41 -14.01 -9.13
H -29.91 -14.68 -8.62
H -30.52 -16.71 -10.61
H -30.82 -15.57 -11.97
H -31.66 -15.35 -10.47
H -29.32 -18.01 -9.14
H -28.38 -17.82 -7.90
C -7.96 -28.75 -16.41
C -7.50 -29.68 -15.31
C -6.71 -29.00 -14.22
O -6.11 -30.13 -13.50
C -5.49 -30.07 -12.16
N -8.64 -30.41 -14.81
H -8.67 -29.20 -17.11
H -7.01 -28.37 -16.79
H -8.40 -27.88 -15.92
H -6.85 -30.41 -15.80
H -7.43 -28.44 -13.63
H -5.93 -28.32 -14.58
H -4.72 -29.30 -12.12
H -5.01 -31.04 -12.07
H -6.16 -29.84 -11.34
H -8.19 -30.80 -13.99
H -8.80 -31.17 -15.46
C -4.89 -20.89 -0.03
C -5.58 -22.22 -0.15
C -6.47 -22.34 -1.45
O -7.51 -21.34 -1.42
C -8.61 -21.83 -0.67
N -4.52 -23.21 -0.20
H -4.16 -20.85 0.78
H -5.61 -20.08 0.07
H -4.34 -20.78 -0.97
H -6.15 -22.27 0.77
H -6.89 -23.34 -1.52
H -5.78 -22.21 -2.28
H -9.40 -22.20 -1.32
H -9.13 -21.09 -0.04
H -8.46 -22.66 0.02
H -3.89 -23.17 0.60
H -5.01 -24.09 -0.27
C -27.77 -24.11 -11.51
C -26.70 -24.00 -12.55
C -25.32 -24.17 -11.88
O -24.30 -24.17 -12.79
C -24.06 -22.88 -13.37
N -26.99 -25.12 -13.45
H -27.72 -24.90 -10.76
H -28.77 -24.11 -11.96
H -27.83 -23.18 -10.93
H -26.83 -23.01 -13.00
H -25.40 -25.03 -11.22
H -25.15 -23.41 -11.13
H -24.25 -22.07 -12.67
H -24.74 -22.76 -14.21
H -23.08 -22.74 -13.82
H -26.21 -25.24 -14.07
H -26.96 -26.00 -12.96
C -9.72 -20.55 -20.22
C -8.41 -21.19 -20.61
C -8.66 -22.12 -21.87
O -9.60 -23.11 -21.52
C -9.92 -24.09 -22.53
N -7.34 -20.15 -20.79
H -10.48 -21.31 -20.01
H -10.19 -20.06 -21.08
H -9.58 -19.88 -19.38
H -8.14 -21.83 -19.77
H -7.69 -22.56 -22.08
H -8.86 -21.53 -22.76
H -9.14 -24.75 -22.90
H -10.40 -23.61 -23.38
H -10.70 -24.72 -22.11
H -7.57 -19.64 -21.64
H -6.49 -20.61 -21.06
C -19.89 -26.34 -4.87
C -18.68 -26.97 -4.10
C -18.90 -28.30 -3.39
O -19.89 -28.21 -2.37
C -20.06 -29.44 -1.70
N -17.64 -27.12 -5.07
H -20.59 -27.05 -5.31
H -19.54 -25.56 -5.55
H -20.69 -26.00 -4.21
H -18.29 -26.21 -3.42
H -17.93 -28.52 -2.96
H -19.19 -29.03 -4.14
H -20.42 -30.29 -2.28
H -20.74 -29.43 -0.85
H -19.10 -29.74 -1.28
H -18.09 -27.57 -5.86
H -17.48 -26.27 -5.60
C -15.84 -16.10 1.99
C -16.92 -15.32 2.74
C -17.93 -16.03 3.57
O -18.60 -16.88 2.65
C -19.62 -17.64 3.18
N -16.41 -14.34 3.55
H -15.18 -15.33 1.59
H -16.26 -16.68 1.17
H -15.24 -16.74 2.64
H -17.48 -14.80 1.96
H -18.67 -15.31 3.94
H -17.50 -16.46 4.48
H -19.17 -18.26 3.95
H -19.98 -18.45 2.53
H -20.45 -17.06 3.57
H -17.14 -13.74 3.91
H -15.90 -13.72 2.95
C -10.72 -13.68 -8.17
C -11.36 -12.28 -8.20
C -12.87 -12.36 -8.06
O -13.56 -11.20 -8.34
C -14.98 -11.40 -8.56
N -10.68 -11.46 -7.24
H -10.80 -14.39 -7.34
H -9.65 -13.46 -8.22
H -11.13 -14.19 -9.04
H -11.24 -11.79 -9.16
H -13.20 -12.71 -7.09
H -13.21 -13.10 -8.78
H -14.90 -11.91 -9.52
H -15.56 -10.48 -8.66
H -15.35 -12.04 -7.76
H -10.65 -11.94 -6.35
H -9.70 -11.27 -7.43


2.
121
Properties=species:S:1:pos:R:3 method="wB97M-V/def2-TZVPD" homo_lumo_gap_ev=4.40 charge=-1 fmax_ev_per_a=2.05 e_tot_ha=-3980.48290 multiplicity=1 homo_ev=-4.731 lumo_ev=-0.3
C -8.84 -5.11 -1.79
C -8.07 -6.31 -1.23
Cl -9.28 -7.40 -0.45
C -7.19 -6.99 -2.30
B -7.36 -8.60 -2.54
C -6.92 -9.61 -1.30
F -7.93 -10.30 -0.74
F -6.32 -8.93 -0.28
F -6.04 -10.56 -1.62
O -8.61 -8.92 -3.26
C -8.33 -8.97 -4.61
C -6.93 -9.65 -4.57
N -6.21 -9.73 -5.81
O -6.31 -8.87 -3.62
H -9.79 -4.98 -1.28
H -8.29 -4.18 -1.64
H -9.02 -5.21 -2.85
H -7.44 -5.91 -0.45
H -7.41 -6.50 -3.24
H -6.16 -6.73 -2.07
H -8.14 -7.97 -5.01
H -9.04 -9.57 -5.16
H -7.18 -10.62 -4.11
H -6.84 -9.98 -6.55
H -5.53 -10.48 -5.77
C -6.12 2.67 -3.28
C -6.86 1.60 -3.78
C -6.83 0.37 -3.14
C -6.05 0.21 -2.00
C -5.30 1.27 -1.51
C -5.34 2.51 -2.15
C -4.42 1.10 -0.31
O -3.77 2.03 0.12
C -4.37 -0.23 0.34
C -3.52 -0.43 1.42
C -3.47 -1.66 2.04
C -4.27 -2.71 1.59
C -5.11 -2.52 0.51
C -5.16 -1.29 -0.12
C -6.05 -1.11 -1.31
O -6.74 -2.02 -1.70
H -6.15 3.63 -3.78
H -7.46 1.72 -4.67
H -7.40 -0.46 -3.52
H -4.76 3.33 -1.76
H -2.90 0.39 1.78
H -2.80 -1.81 2.88
H -4.23 -3.67 2.08
H -5.73 -3.34 0.15
C 0.14 3.60 0.22
C 1.40 4.18 0.11
C 2.36 3.97 1.09
C 2.05 3.18 2.20
C 0.78 2.62 2.32
C -0.17 2.82 1.32
C 0.41 1.81 3.51
O -0.69 1.31 3.62
C 1.44 1.63 4.58
C 1.10 0.92 5.73
C 2.04 0.73 6.73
C 3.33 1.24 6.58
C 3.67 1.95 5.44
C 2.72 2.16 4.44
C 3.09 2.95 3.23
O 4.22 3.39 3.10
H -0.60 3.76 -0.55
H 1.64 4.80 -0.75
H 3.34 4.41 1.00
H -1.15 2.38 1.41
H 0.10 0.52 5.84
H 1.78 0.19 7.62
H 4.07 1.09 7.36
H 4.66 2.36 5.33
C 7.13 1.86 4.08
C 8.28 1.74 3.30
C 9.30 0.89 3.70
C 9.18 0.17 4.89
C 8.04 0.32 5.68
C 7.01 1.15 5.26
C 7.91 -0.41 6.97
O 6.92 -0.28 7.66
C 9.04 -1.27 7.41
C 8.96 -1.92 8.64
C 10.00 -2.74 9.06
C 11.11 -2.93 8.24
C 11.19 -2.29 7.02
C 10.16 -1.45 6.60
C 10.28 -0.74 5.29
O 11.25 -0.91 4.58
H 6.33 2.52 3.76
H 8.37 2.30 2.38
H 10.19 0.79 3.10
H 6.13 1.25 5.88
H 8.10 -1.77 9.27
H 9.94 -3.23 10.02
H 11.91 -3.57 8.56
H 12.06 -2.43 6.38
C -0.83 8.72 -5.64
C -1.02 7.97 -4.48
C -0.08 7.03 -4.10
C 1.06 6.84 -4.88
C 1.24 7.58 -6.05
C 0.30 8.53 -6.41
C 2.43 7.36 -6.91
O 2.59 8.01 -7.93
C 3.41 6.31 -6.51
C 4.50 6.05 -7.34
C 5.42 5.09 -6.97
C 5.27 4.39 -5.78
C 4.19 4.64 -4.95
C 3.25 5.60 -5.32
C 2.07 5.84 -4.44
O 1.94 5.23 -3.40
H -1.57 9.46 -5.93
H -1.91 8.11 -3.88
H -0.22 6.44 -3.21
H 0.45 9.11 -7.31
H 4.61 6.59 -8.26
H 6.27 4.88 -7.62
H 6.00 3.64 -5.49
H 4.06 4.10 -4.03


> Among the records above, which one has the highest charge?

C62H166N14O17